No. 1
The following is a DFT calculation (ωB97M-V with the def2-TZVPD basis set) of one molecule with the formula C14H18O5 in a non-equilibrium geometry.

Geometry (Å):
C -5.110 -0.324 -0.598
C -3.904 0.647 -0.367
O -4.063 1.943 -0.507
C -2.711 0.063 0.072
C -2.575 -1.243 0.139
C -1.305 -1.698 0.533
C -0.360 -0.949 1.124
C -0.568 0.475 0.893
C -1.721 0.824 0.254
O 0.611 1.398 1.159
C 0.705 2.674 0.472
C 2.189 2.874 0.418
O 2.976 2.053 -0.643
C 3.266 0.521 0.015
C 3.068 -0.412 -1.014
O 1.831 -0.939 -1.421
C 1.638 -2.112 -0.724
C 1.636 -2.457 0.668
O 0.875 -1.073 1.280
H -6.078 0.158 -0.994
H -4.807 -0.788 -1.446
H -5.373 -0.912 0.024
H -3.248 -2.039 -0.002
H -1.164 -2.581 0.761
H -1.975 1.927 0.266
H 0.227 2.492 -0.415
H 0.224 3.579 0.676
H 2.317 3.821 -0.211
H 2.549 2.883 1.457
H 2.534 0.362 0.873
H 4.279 0.553 0.326
H 3.903 -1.017 -0.985
H 3.301 0.072 -1.978
H 2.395 -2.960 -1.062
H 0.643 -2.368 -1.195
H 1.127 -3.251 0.962
H 2.666 -2.197 1.191

SMILES string: CC(=O)c1ccc2c(c1)OCCOCCOCCO2
Energy above the lowest of the compared OMol25 structures with the same formula, charge and spin (kcal per mole): 278.70
Lowest unoccupied orbital energy (eV): 0.271
Calculated total energy (Eh): -920.0529
Spin multiplicity: 1

Computed natural (NBO) charges, given in elementary charges: -0.660 0.577 -0.575 -0.200 -0.140 -0.325 0.323 0.317 -0.256 -0.543 -0.109 -0.094 -0.589 -0.120 -0.174 -0.464 -0.117 -0.066 -0.512 0.224 0.220 0.190 0.219 0.180 0.251 0.190 0.190 0.203 0.194 0.249 0.196 0.186 0.233 0.165 0.215 0.207 0.217


No. 2
The following is a DFT calculation (ωB97M-V with the def2-TZVPD basis set) of a 2-piece molecular cluster, C14H19BCl4N2O2 overall in a non-equilibrium geometry.

Geometry (Å):
Cl 4.323 2.500 -2.625
B 3.530 0.843 -2.729
Cl 3.603 0.083 -4.446
Cl 4.339 -0.372 -1.521
O 2.100 1.035 -2.369
C 1.217 0.115 -2.255
C -0.164 0.375 -2.580
C -1.054 -0.714 -2.723
C -2.416 -0.490 -2.880
C -2.899 0.828 -2.913
Cl -4.582 1.110 -2.996
C -2.013 1.918 -2.870
C -0.648 1.697 -2.730
H 1.549 -0.917 -2.090
H -0.641 -1.722 -2.711
H -3.112 -1.318 -2.977
H -2.405 2.926 -2.953
H 0.054 2.527 -2.727
C -2.518 0.176 3.685
N -1.612 -0.438 2.741
C -1.942 -1.820 2.431
C -0.745 0.341 2.028
C 0.204 -0.431 1.090
C 1.143 -1.387 1.857
C 2.510 -0.684 1.915
C 2.358 0.580 1.042
N 1.079 0.457 0.375
O -0.720 1.561 2.141
H -2.256 1.224 3.833
H -3.550 0.095 3.315
H -2.473 -0.362 4.642
H -1.346 -2.209 1.598
H -1.770 -2.456 3.311
H -3.007 -1.889 2.166
H -0.440 -0.946 0.367
H 0.773 -1.672 2.847
H 1.225 -2.294 1.246
H 2.772 -0.402 2.941
H 3.295 -1.331 1.508
H 2.417 1.483 1.679
H 3.139 0.645 0.276
H 0.683 1.336 0.061

Energy above the lowest of the compared OMol25 structures with the same formula, charge and spin (kcal per mole): 0.00
Lowest unoccupied orbital energy (eV): -1.793
Calculated total energy (Eh): -2670.6236
Spin multiplicity: 1

Computed natural (NBO) charges, given in elementary charges: -0.219 0.402 -0.254 -0.278 -0.595 0.529 -0.216 -0.115 -0.247 0.002 0.061 -0.234 -0.107 0.211 0.230 0.240 0.242 0.250 -0.416 -0.441 -0.409 0.672 -0.139 -0.408 -0.418 -0.239 -0.605 -0.633 0.248 0.187 0.194 0.213 0.201 0.197 0.200 0.222 0.212 0.216 0.224 0.188 0.231 0.400


No. 3
The following is a DFT calculation (ωB97M-V with the def2-TZVPD basis set) of one molecule with the formula C14H19Cl2IO3S in a non-equilibrium geometry.

Geometry (Å):
C 2.309 2.518 -0.889
C 2.061 1.423 -0.487
C 1.645 0.098 -0.008
C 2.852 -0.883 -0.096
C 3.881 -0.547 -1.169
C 3.384 -0.587 -2.620
I 5.415 -2.099 -0.974
C 0.499 -0.417 -0.923
C -0.765 -0.838 -0.154
C -1.341 0.299 0.698
C -1.605 1.508 -0.242
C -2.446 1.158 -1.496
C -2.618 -0.061 1.441
Cl -4.030 0.945 1.236
C -2.780 -1.089 2.294
C -4.058 -1.400 3.014
Cl -1.495 -2.184 2.674
S -0.021 0.887 1.846
O 0.115 2.301 1.668
O -0.272 0.503 3.199
O 1.300 0.098 1.394
H 2.360 3.428 -1.440
H 3.357 -0.793 0.867
H 2.517 -1.915 -0.170
H 4.421 0.363 -0.948
H 2.512 -1.219 -2.754
H 3.209 0.415 -3.005
H 4.170 -0.998 -3.248
H 0.833 -1.329 -1.410
H 0.270 0.271 -1.731
H -1.470 -1.186 -0.904
H -0.477 -1.707 0.428
H -0.662 1.922 -0.584
H -2.070 2.316 0.308
H -3.156 1.965 -1.655
H -1.805 1.168 -2.376
H -2.962 0.209 -1.401
H -4.919 -1.325 2.360
H -4.005 -2.434 3.349
H -4.154 -0.785 3.907

SMILES string: C#C[C@]1(C[C@H](C)I)CC[C@@](CC)(/C(Cl)=C(/C)Cl)S(=O)(=O)O1
Lowest unoccupied orbital energy (eV): 0.420
Calculated total energy (Eh): -2386.7356
Spin multiplicity: 1

Computed natural (NBO) charges, given in elementary charges: -0.168 -0.061 0.165 -0.434 -0.246 -0.662 0.042 -0.408 -0.422 -0.312 -0.419 -0.625 -0.076 0.017 0.028 -0.661 0.031 2.376 -0.922 -0.917 -0.687 0.242 0.242 0.222 0.230 0.210 0.229 0.232 0.223 0.227 0.235 0.240 0.235 0.242 0.227 0.206 0.208 0.237 0.231 0.242


No. 4
The following is a DFT calculation (ωB97M-V with the def2-TZVPD basis set) of a 6-piece molecular cluster, C14H19F4O14S overall in a non-equilibrium geometry.

Geometry (Å):
O 0.129 -0.180 -0.326
H 0.877 -0.159 0.277
C 3.029 -3.004 2.439
S 2.818 -1.298 1.982
O 4.081 -0.625 2.442
C 2.971 -1.555 0.210
H 3.010 -2.967 3.527
H 4.007 -3.380 2.085
H 2.150 -3.564 2.118
H 2.095 -2.112 -0.133
H 3.955 -1.938 -0.097
H 2.864 -0.503 -0.095
C -1.907 -0.882 -2.533
C -2.371 -2.079 -1.692
O -2.347 -3.121 -2.678
C -2.020 -2.630 -3.924
O -1.934 -3.423 -4.874
O -1.856 -1.299 -3.918
F -3.603 -2.034 -1.148
H -0.883 -0.737 -2.160
H -2.511 0.008 -2.405
H -1.653 -2.287 -0.891
C 2.628 1.107 -2.437
C 2.273 2.016 -1.278
O 2.084 3.269 -1.903
C 2.417 3.209 -3.223
O 2.321 4.142 -3.970
O 2.766 1.989 -3.554
F 3.245 2.125 -0.382
H 1.835 0.350 -2.519
H 3.583 0.584 -2.246
H 1.301 1.862 -0.804
C -1.156 -1.035 2.453
C -2.353 -1.993 2.584
O -2.938 -1.613 3.813
C -2.164 -0.651 4.468
O -2.422 -0.251 5.564
O -1.160 -0.258 3.701
F -1.969 -3.355 2.559
H -1.225 -0.362 1.591
H -0.200 -1.561 2.354
H -3.165 -1.936 1.858
C -1.789 2.998 1.293
C -2.099 2.447 -0.159
O -1.699 3.496 -0.959
C -0.940 4.423 -0.249
O -0.378 5.383 -0.716
O -0.922 4.095 1.040
F -3.446 2.174 -0.387
H -1.151 2.265 1.775
H -2.562 3.335 1.987
H -1.618 1.518 -0.459

Lowest unoccupied orbital energy (eV): 2.317
Calculated total energy (Eh): -2395.9587
Spin multiplicity: 1
Charge: -1

Computed natural (NBO) charges, given in elementary charges: -1.347 0.399 -0.837 1.254 -0.987 -0.839 0.233 0.233 0.228 0.255 0.229 0.235 -0.172 0.438 -0.503 0.970 -0.604 -0.468 -0.340 0.273 0.213 0.181 -0.149 0.414 -0.495 0.972 -0.588 -0.478 -0.330 0.235 0.202 0.206 -0.154 0.430 -0.507 0.975 -0.578 -0.480 -0.363 0.263 0.215 0.174 -0.140 0.424 -0.501 0.974 -0.559 -0.481 -0.362 0.211 0.210 0.215


no.,HOMO-LUMO gap (eV)
1,8.55
2,7.30
3,9.71
4,8.34